11
Properties=species:S:1:pos:R:3 method="wB97M-V/def2-TZVPD" e_above_lowest_kcal_mol=185.6 lumo_energy_ev="-4.894 / -4.893" total_energy_ha=-819.01453 gap_ev="5.0 / 5.0"
C -0.81460 -0.31558 -0.18390
C 0.25654 0.40410 0.42669
N 0.36182 1.74304 0.09496
O 1.24719 2.38510 0.65797
O -0.50186 2.25404 -0.61182
O -1.00151 -1.71180 0.12144
Cl 2.06181 -2.17640 -0.15089
H -0.64453 -0.28650 -1.29612
H -1.80746 0.12773 -0.18747
H 1.08228 -0.06326 0.96315
H -0.23969 -2.36045 0.16599